# 1
DFT (wB97M-V/def2-TZVPD) results for a 2-piece molecular cluster, C10H12BFI2NO2 overall.

As for the LUMO energy: 2.56 eV. The calculation puts the HOMO energy at -5.26 eV. For the HOMO-LUMO gap, the calculation gives 7.818 eV.

Structure (ORCA input):
```
! wB97M-V def2-TZVPD RIJCOSX def2/J DEFGRID3
* xyz -1 1
C 0.95851 -1.40576 3.95220
C 0.78580 -1.58042 2.47821
I 2.34964 -2.73073 1.64760
C -0.13808 -1.13175 1.64234
I -1.70118 0.01918 2.52658
B -0.24667 -1.31548 0.01607
F -1.48202 -0.71926 -0.45366
C 0.98158 -0.56182 -0.73569
C 1.62432 -1.14927 -1.83855
C 2.64627 -0.49775 -2.53569
C 3.06206 0.77763 -2.14525
C 2.43641 1.38967 -1.05400
C 1.41936 0.72366 -0.36838
H 1.33049 -2.31752 4.41473
H 0.01420 -1.14003 4.42009
H 1.68402 -0.61842 4.16371
H -0.27328 -2.50633 -0.26120
H 1.32202 -2.14319 -2.14635
H 3.12144 -0.98527 -3.37745
H 3.85717 1.28382 -2.67605
H 2.75021 2.37653 -0.73862
H 0.94940 1.20898 0.48008
C -3.42159 1.43503 -1.03776
N -4.56491 2.38944 -1.09141
O -5.62162 2.00638 -1.55789
O -4.38051 3.51182 -0.66014
H -3.73876 0.49055 -1.45398
H -2.60746 1.87001 -1.60760
H -3.11681 1.32031 -0.00195
*
```

=====

# 2
DFT (wB97M-V/def2-TZVPD) results for a 2-piece molecular cluster, C10H12BN overall.

As for the LUMO energy (alpha / beta): 0.77 / -2.64 eV. Its expectation value of S² is 2.00. The calculation puts the HOMO energy (alpha / beta) at -5.02 / -9.34 eV. For the HOMO-LUMO gap (alpha / beta), the calculation gives 5.795 / 6.696 eV.

Structure (ORCA input):
```
! wB97M-V def2-TZVPD RIJCOSX def2/J DEFGRID3
* xyz 0 3
B 0.30365 1.14343 -1.47620
C 0.25175 -2.82413 1.34299
C 0.07978 -1.59803 2.04740
C 1.27700 -2.85767 0.37280
C 1.01027 -0.60176 1.87715
C 2.03367 -1.72080 0.05742
C 1.97061 -0.64226 0.88395
C -1.94898 1.00520 -1.24041
C -1.84908 2.23148 -0.73566
C -0.63688 3.14035 -0.67860
C -0.78476 0.12415 -1.77578
N 0.55607 2.34613 -1.08156
H -0.52885 -3.51944 1.57125
H -0.67435 -1.42496 2.81147
H 1.43970 -3.63656 -0.22613
H 0.74921 0.31126 2.49018
H 2.73946 -1.75126 -0.75526
H -2.91158 0.66689 -1.14054
H -2.87324 2.59013 -0.42834
H -0.63889 4.16059 -1.18391
H -0.61224 3.45692 0.32280
H -0.57991 -0.75662 -1.08835
H 2.54725 0.19139 0.81549
H -0.91964 -0.03443 -2.78216
*
```

=====

# 3
DFT (wB97M-V/def2-TZVPD) results for C10H12Br3Cl9O6 as an isolated structure.

As for the LUMO energy: -0.07 eV. As for the energy above the lowest of the compared OMol25 structures with the same formula, charge and spin: 15.32 kJ/mol. The calculation puts the HOMO energy at -10.13 eV. For the HOMO-LUMO gap, the calculation gives 10.057 eV.

Structure (ORCA input):
```
! wB97M-V def2-TZVPD RIJCOSX def2/J DEFGRID3
* xyz 0 1
C -0.51113 2.77373 4.84358
Br -1.17274 1.39168 6.04729
Br 1.46138 2.63768 4.67160
Br -1.03451 4.54773 5.45238
H -0.96206 2.57230 3.88638
C 2.99948 4.95816 -3.36211
Cl 2.97837 4.66306 -5.13387
Cl 1.40812 4.56961 -2.70489
Cl 3.42586 6.64176 -3.05886
H 3.75137 4.28082 -2.98266
C 0.39085 2.30131 -0.01159
Cl -0.29225 1.41663 -1.38214
Cl 1.62156 1.30741 0.80228
Cl -0.87364 2.89403 1.08309
H 0.98802 3.13737 -0.34903
C 2.77804 -2.17029 0.32724
Cl 4.40154 -1.61676 0.71883
Cl 2.01418 -2.85800 1.77466
Cl 2.84290 -3.35157 -0.98981
H 2.12215 -1.38465 -0.02429
C -2.83374 -0.95300 2.56837
C -2.05850 -1.03410 1.23944
O -0.70270 -1.07513 1.65682
C -0.61097 -0.85955 2.99254
O 0.40712 -0.66134 3.56830
O -1.82789 -0.82989 3.56210
H -3.51054 -1.80007 2.71483
H -3.53899 -0.11890 2.62468
H -2.30952 -0.17249 0.62308
H -2.25869 -1.97880 0.73336
C -0.03156 -2.67201 -3.58904
C -0.90184 -2.40498 -2.35524
O -2.14561 -2.97913 -2.69859
C -1.98750 -3.82184 -3.72795
O -2.81493 -4.59699 -4.06286
O -0.79472 -3.63770 -4.32447
H 0.95434 -3.04640 -3.32443
H 0.11567 -1.79799 -4.22491
H -1.01518 -1.35452 -2.09524
H -0.47173 -2.91720 -1.48886
*
```

=====

# 4
DFT (wB97M-V/def2-TZVPD) results for a 2-piece molecular cluster, C10H12BrN4 overall.

As for the LUMO energy (alpha / beta): -6.75 / -5.43 eV. As for the energy above the lowest of the compared OMol25 structures with the same formula, charge and spin: 0.00 kJ/mol. The calculation puts the HOMO energy (alpha / beta) at -12.44 / -12.80 eV. For the HOMO-LUMO gap (alpha / beta), the calculation gives 5.683 / 7.369 eV.

Structure (ORCA input):
```
! wB97M-V def2-TZVPD RIJCOSX def2/J DEFGRID3
* xyz 1 1
C 1.43230 -0.28723 1.72744
C -2.21535 -1.38256 -0.23737
C -2.97679 -0.26799 -0.10729
C -1.08345 1.04635 -0.29063
C -0.25641 -0.12809 -0.56899
C 3.33072 -1.54110 0.47532
C 2.29109 -0.89359 0.91498
C 0.27291 2.90915 0.70560
C -0.13451 -2.49785 -0.77498
C -0.51195 2.40366 -0.42974
N 0.57353 0.04548 2.43721
N -2.36773 0.92940 -0.12705
N -0.88676 -1.32291 -0.57478
N 0.94738 -0.08726 -1.01506
Br -4.76344 -0.27585 0.17143
H -2.55798 -2.30567 0.05954
H 3.31505 -1.58819 -0.65697
H 4.02961 -1.96379 1.01491
H -0.15558 3.93302 0.82710
H 1.34218 3.10289 0.44052
H 0.09350 2.29025 1.55202
H -0.69362 -3.34359 -0.40398
H 0.14514 -2.52367 -1.79402
H 0.85998 -2.46901 -0.35747
H 0.07320 2.38111 -1.34321
H -1.40266 3.01683 -0.68554
H 1.29965 0.82023 -0.95899
*
```

=====

Across the entries above, electronic energy takes the values -1313.622869; -467.607087; -12703.436677; -3180.850051 Eh, respectively.